A 8-piece molecular cluster, C45H35F2O16S2 overall, computed with ωB97M-V/def2-TZVPD.

Calculated values
Molecular weight = 933.889 u
Electronic energy = -107080.8745 eV
HOMO energy = -11.5 eV
Kohn-Sham gap = 7.100 eV

The geometry in ORCA input format:
```
! wB97M-V def2-TZVPD RIJCOSX def2/J DEFGRID3
* xyz 1 1
O 2.07 -1.47 2.44
S 1.29 -0.28 2.35
O 1.01 0.54 3.47
C -0.35 -0.76 1.78
S -0.63 -1.59 0.24
F -0.28 -0.43 -0.76
C 0.69 -2.77 -0.01
C 1.58 -2.47 -1.23
F 2.74 -3.20 -1.02
H 1.76 0.50 1.35
H -0.76 -1.44 2.54
H -0.98 0.13 1.73
H 0.13 -3.69 -0.16
H 1.30 -2.84 0.89
H 1.84 -1.42 -1.31
H 1.11 -2.82 -2.15
C 5.97 1.83 -1.77
C 4.73 1.67 -1.31
C 4.29 0.39 -0.74
O 3.15 0.24 -0.32
C 5.26 -0.73 -0.70
C 6.49 -0.58 -1.16
C 6.95 0.71 -1.73
O 8.08 0.85 -2.15
H 6.31 2.77 -2.19
H 4.01 2.48 -1.33
H 4.90 -1.66 -0.27
H 7.23 -1.38 -1.14
C -4.63 -5.77 -2.25
C -3.53 -5.73 -1.50
C -2.88 -4.44 -1.18
O -1.87 -4.41 -0.49
C -3.49 -3.20 -1.70
C -4.58 -3.23 -2.46
C -5.24 -4.53 -2.79
O -6.24 -4.56 -3.48
H -5.13 -6.70 -2.51
H -3.07 -6.62 -1.09
H -3.00 -2.27 -1.46
H -5.04 -2.34 -2.87
C 3.55 6.81 -0.42
C 2.74 7.45 0.43
C 1.58 6.75 1.05
O 0.84 7.32 1.82
C 1.35 5.33 0.67
C 2.15 4.71 -0.18
C 3.31 5.40 -0.79
O 4.05 4.82 -1.57
H 4.40 7.30 -0.89
H 2.89 8.48 0.71
H 0.49 4.86 1.14
H 2.00 3.67 -0.47
C -1.21 -7.22 2.15
C -0.13 -7.46 2.89
C 0.52 -8.80 2.88
O 1.51 -9.01 3.55
C -0.08 -9.85 2.03
C -1.17 -9.61 1.30
C -1.81 -8.28 1.30
O -2.80 -8.05 0.63
H -1.71 -6.26 2.13
H 0.33 -6.71 3.52
H 0.41 -10.82 2.05
H -1.63 -10.36 0.67
C -3.61 0.55 3.92
C -4.43 1.07 4.84
C -5.61 0.31 5.34
O -6.35 0.78 6.17
C -5.83 -1.05 4.78
C -5.01 -1.56 3.87
C -3.85 -0.80 3.37
O -3.10 -1.29 2.53
H -2.75 1.09 3.55
H -4.28 2.06 5.26
H -6.69 -1.58 5.16
H -5.15 -2.55 3.44
C -0.26 -2.58 -7.04
C -1.04 -1.93 -6.18
C -2.11 -2.63 -5.43
O -2.81 -2.04 -4.63
C -2.29 -4.08 -5.69
C -1.52 -4.73 -6.55
C -0.44 -4.03 -7.30
O 0.27 -4.62 -8.08
H 0.53 -2.09 -7.60
H -0.93 -0.87 -5.98
H -3.09 -4.57 -5.14
H -1.63 -5.79 -6.76
C 2.70 12.71 1.61
C 1.90 13.34 2.46
C 0.73 12.66 3.08
O 0.01 13.24 3.86
C 0.50 11.24 2.72
C 1.29 10.61 1.87
C 2.46 11.29 1.25
O 3.19 10.70 0.47
H 3.56 13.18 1.14
H 2.05 14.38 2.74
H -0.36 10.77 3.18
H 1.14 9.57 1.59
*
```

Mulliken population analysis, charges in e, atoms 1 to 8: O -0.563; S 1.244; O -0.613; C -1.038; S 1.025; F -0.259; C -0.582; C -0.045

***

A 7-piece molecular cluster, C7H28N14O7 overall, computed with ωB97M-V/def2-TZVPD.

Calculated values
Energy above the lowest of the compared OMol25 structures with the same formula, charge and spin = 15.9 kcal/mol
Molecular weight = 420.392 u
Electronic energy = -42914.5167 eV
HOMO energy = -9.6 eV
Kohn-Sham gap = 9.802 eV

The geometry in ORCA input format:
```
! wB97M-V def2-TZVPD RIJCOSX def2/J DEFGRID3
* xyz 0 1
N -0.34 -3.42 -2.92
C -0.19 -4.52 -3.70
N 0.33 -4.25 -4.94
O -0.61 -5.57 -3.24
H -0.16 -3.56 -1.93
H 0.00 -2.55 -3.29
H 0.28 -4.96 -5.67
H 1.32 -4.24 -4.85
N 2.56 2.21 -1.57
C 1.48 3.08 -1.82
N 0.86 3.04 -3.06
O 1.06 3.77 -0.88
H 2.94 1.85 -2.44
H 3.25 2.48 -0.86
H 1.59 3.05 -3.78
H 0.01 3.60 -3.18
N 1.58 2.63 1.69
C 2.86 2.10 1.50
N 3.04 0.83 2.08
O 3.77 2.66 0.90
H 0.85 1.95 1.87
H 1.21 3.31 0.97
H 2.44 0.63 2.93
H 3.88 0.29 2.09
N -4.63 0.13 2.28
C -3.99 -0.93 1.67
N -3.04 -1.54 2.39
O -4.14 -1.18 0.51
H -5.54 0.35 1.78
H -4.81 0.04 3.28
H -2.39 -2.06 1.82
H -2.67 -1.06 3.20
N 1.69 -2.92 2.67
C 2.87 -2.34 2.27
N 2.96 -2.10 0.93
O 3.84 -1.98 2.98
H 0.93 -2.77 1.98
H 1.46 -2.93 3.67
H 3.90 -1.88 0.67
H 2.42 -2.61 0.25
N -1.72 4.10 -0.11
C -2.31 2.90 -0.03
N -3.45 2.84 0.71
O -1.83 1.95 -0.59
H -2.20 4.98 0.10
H -0.92 4.19 -0.68
H -3.64 3.63 1.31
H -3.75 1.95 1.15
N -1.36 -0.86 -0.62
C -0.25 -1.15 0.06
N 0.53 -0.08 0.51
O 0.05 -2.28 0.38
H -2.14 -1.53 -0.73
H -1.64 0.13 -0.65
H 1.51 -0.25 0.77
H 0.25 0.85 0.17
*
```

Mulliken population analysis, charges in e, atoms 1 to 8: N -0.309; C 0.545; N -0.573; O -0.606; H 0.175; H 0.227; H 0.278; H 0.242

***

A 2-piece molecular cluster, C19H33BF8N2O2P overall, computed with ωB97M-V/def2-TZVPD.

Calculated values
Molecular weight = 515.255 u
Electronic energy = -59016.8787 eV
HOMO energy = -3.0 eV
Kohn-Sham gap = 5.247 eV

The geometry in ORCA input format:
```
! wB97M-V def2-TZVPD RIJCOSX def2/J DEFGRID3
* xyz -1 1
C -5.30 0.47 0.27
C -4.63 0.76 -1.07
P -2.99 -0.26 -1.29
C -1.50 -1.54 -1.43
N -1.33 -2.30 -0.18
C -0.05 -3.01 -0.08
C -1.81 1.37 -1.50
C -1.38 1.94 -0.19
C -2.31 2.64 0.59
C -1.99 3.16 1.84
C -0.72 2.96 2.35
C 0.22 2.26 1.61
C -0.08 1.76 0.35
C 1.00 1.04 -0.42
B -3.19 -0.43 -3.27
O -4.39 -0.89 -3.86
N -2.05 -0.18 -4.20
C -2.09 1.19 -4.72
C -1.94 -1.19 -5.25
H -5.26 -0.60 0.46
H -4.81 1.00 1.09
H -6.36 0.75 0.26
H -5.32 0.47 -1.87
H -4.48 1.84 -1.18
H -2.77 -0.21 0.16
H -3.86 -1.48 -1.10
H -0.55 -1.09 -1.72
H -1.78 -2.22 -2.26
H -2.06 -2.99 -0.19
H -0.14 -4.08 -0.32
H 0.34 -2.94 0.95
H 0.69 -2.57 -0.74
H -0.94 1.14 -2.11
H -2.37 2.14 -2.05
H -3.31 2.80 0.21
H -2.73 3.70 2.41
H -0.46 3.33 3.34
H 1.19 2.11 2.07
H 1.69 0.54 0.26
H 0.61 0.30 -1.11
H 1.60 1.76 -1.00
H -4.90 -0.18 -4.23
H -1.14 1.72 -4.58
H -2.32 1.21 -5.79
H -2.85 1.79 -4.21
H -0.89 -1.42 -5.47
H -2.40 -2.12 -4.92
H -2.44 -0.90 -6.18
C 4.51 0.37 3.82
C 4.21 0.10 2.34
C 3.60 -1.26 1.97
F 4.42 -2.26 2.37
F 3.48 -1.32 0.63
F 5.29 0.35 1.58
F 3.24 1.01 2.03
O 5.84 0.17 4.28
C 6.30 -1.02 4.74
C 7.47 -1.56 3.90
F 7.15 -1.62 2.59
F 7.77 -2.81 4.33
F 5.33 -1.94 4.88
F 6.84 -0.80 5.97
H 4.37 1.44 3.92
H 3.78 -0.12 4.46
H 2.62 -1.38 2.43
H 8.34 -0.91 4.03
*
```

Mulliken population analysis, charges in e, atoms 1 to 8: C -1.227; C -0.976; P 0.445; C -1.359; N -0.238; C -0.841; C -1.606; C 0.325

***

C8H27AsF6O5 as an isolated structure, computed with ωB97M-V/def2-TZVPD.

Calculated values
Energy above the lowest of the compared OMol25 structures with the same formula, charge and spin = 69.3 kcal/mol
Molecular weight = 392.209 u
Electronic energy = -96115.2866 eV
HOMO energy = -10.6 eV
Kohn-Sham gap = 10.227 eV

The geometry in ORCA input format:
```
! wB97M-V def2-TZVPD RIJCOSX def2/J DEFGRID3
* xyz 0 1
O 0.58 0.11 -0.24
H 1.16 -0.61 0.04
H 0.46 -0.06 -1.17
H -0.24 0.13 0.25
As -3.22 2.99 -0.86
F -4.95 3.47 -0.67
F -2.61 4.64 -1.06
F -1.60 2.36 -0.90
F -3.85 1.26 -0.60
F -3.41 2.70 -2.58
F -2.97 3.14 0.98
C 0.59 1.03 -3.03
C 1.13 -0.34 -3.43
O 0.74 -1.16 -2.43
H -0.50 1.12 -2.94
H 0.77 1.65 -3.91
H 1.17 1.47 -2.22
H 2.21 -0.43 -3.34
H 0.83 -0.66 -4.43
H 1.22 -1.98 -2.56
C -1.38 -2.92 0.07
C -2.38 -1.83 0.43
O -1.97 -0.56 -0.12
H -0.56 -2.94 0.78
H -0.96 -2.85 -0.93
H -1.95 -3.84 0.21
H -2.76 -1.84 1.46
H -3.31 -2.04 -0.09
H -2.79 -0.07 -0.20
C 3.55 -3.29 0.67
C 2.71 -2.13 1.27
O 2.62 -1.23 0.21
H 3.55 -4.20 1.26
H 4.55 -2.89 0.47
H 3.11 -3.62 -0.27
H 3.19 -1.69 2.14
H 1.72 -2.52 1.54
H 3.36 -0.65 0.38
C -0.15 3.06 2.91
C 0.88 1.90 2.90
O 0.23 0.79 2.39
H -0.94 2.86 3.64
H -0.62 3.30 1.96
H 0.44 3.89 3.28
H 1.39 1.54 3.80
H 1.57 2.18 2.11
H -0.61 0.75 2.84
*
```

Mulliken population analysis, charges in e, atoms 1 to 8: O -0.039; H 0.371; H 0.531; H 0.364; As 1.963; F -0.484; F -0.486; F -0.458

***

A 8-piece molecular cluster, C30H63BrClF8IN15O11PS3 overall, computed with ωB97M-V/def2-TZVPD.

Calculated values
Molecular weight = 1331.348 u
Electronic energy = -231211.3022 eV
HOMO energy = -8.5 eV
Kohn-Sham gap = 8.309 eV

The geometry in ORCA input format:
```
! wB97M-V def2-TZVPD RIJCOSX def2/J DEFGRID3
* xyz 0 1
C 6.46 -0.66 1.14
C 5.67 -1.95 0.94
C 5.36 -2.81 2.18
I 5.90 -1.95 4.06
C 3.91 -3.39 2.24
Cl 3.99 -4.78 3.37
O 3.61 -3.79 0.91
C 2.74 -4.82 0.56
F 1.78 -5.10 1.48
P 1.75 -4.17 -0.97
S 0.09 -5.06 -1.39
C 3.44 -6.18 0.25
F 4.15 -6.62 1.34
F 2.43 -7.08 0.01
C 4.40 -6.30 -0.98
F 5.10 -7.47 -0.81
F 3.67 -6.40 -2.14
C 5.50 -5.22 -1.17
F 6.17 -5.07 -0.01
F 4.99 -4.03 -1.56
F 6.36 -5.64 -2.13
C 2.91 -2.36 2.81
C 3.01 -0.94 2.23
C 2.47 -0.75 0.80
C 0.99 -0.46 0.70
S 0.65 1.26 1.16
C -0.90 1.54 0.40
S -1.80 2.77 0.94
N -1.20 0.69 -0.68
C -1.60 1.38 -1.92
C -3.09 1.59 -2.04
O -3.73 0.32 -1.98
C -3.57 -0.21 -0.68
C -2.11 -0.41 -0.29
O 1.56 -2.80 2.65
C 0.77 -2.52 3.77
Br 1.28 -3.60 5.33
C -0.70 -2.71 3.45
C -1.30 -4.10 3.63
C -2.59 -4.30 2.80
C -2.54 -5.54 1.96
O -2.59 -6.69 2.79
C -1.56 -7.62 2.54
H 7.40 -0.83 1.64
H 6.70 -0.27 0.15
H 5.89 0.12 1.64
H 4.76 -1.68 0.42
H 6.25 -2.54 0.26
H 5.99 -3.69 2.11
H 2.68 -4.07 -2.02
H 1.55 -2.85 -0.55
H 3.09 -2.28 3.87
H 2.43 -0.31 2.90
H 4.02 -0.55 2.28
H 3.00 0.11 0.39
H 2.75 -1.59 0.19
H 0.40 -1.09 1.35
H 0.65 -0.58 -0.32
H -1.05 2.31 -2.00
H -1.28 0.75 -2.75
H -3.31 2.03 -3.01
H -3.46 2.23 -1.25
H -4.10 0.40 0.05
H -4.05 -1.18 -0.68
H -2.06 -0.51 0.79
H -1.76 -1.35 -0.71
H 0.94 -1.48 4.06
H -0.86 -2.43 2.41
H -1.26 -2.00 4.05
H -0.58 -4.85 3.31
H -1.56 -4.24 4.67
H -2.76 -3.46 2.13
H -3.45 -4.37 3.46
H -3.38 -5.56 1.26
H -1.62 -5.55 1.39
H -1.61 -8.38 3.31
H -1.68 -8.11 1.58
H -0.58 -7.16 2.60
N 4.93 0.86 6.19
C 3.90 1.50 5.56
N 3.92 2.86 5.62
O 3.02 0.88 4.97
H 5.68 1.33 6.67
H 4.92 -0.14 6.15
H 3.17 3.34 5.15
H 4.63 3.40 6.06
N 4.14 6.08 3.13
C 5.37 6.00 3.71
N 6.15 7.12 3.59
O 5.75 5.00 4.30
H 3.81 6.89 2.64
H 3.55 5.28 3.18
H 7.06 7.09 4.00
H 5.86 7.95 3.11
N -4.87 4.33 1.10
C -5.23 5.55 1.59
N -6.45 6.01 1.17
O -4.52 6.20 2.33
H -5.45 3.80 0.47
H -3.98 3.96 1.37
H -6.74 6.91 1.51
H -7.06 5.50 0.55
N -4.48 7.99 -0.85
C -4.16 7.53 -2.10
N -4.08 8.48 -3.08
O -3.97 6.34 -2.32
H -4.65 8.96 -0.64
H -4.55 7.31 -0.12
H -3.83 8.19 -4.01
H -4.23 9.46 -2.91
N -5.31 -2.04 -4.67
C -6.41 -1.24 -4.74
N -6.36 -0.13 -3.94
O -7.37 -1.48 -5.46
H -4.51 -1.84 -4.10
H -5.29 -2.86 -5.24
H -7.15 0.49 -3.95
H -5.58 0.08 -3.34
N -4.47 9.49 -7.48
C -3.20 9.36 -6.98
N -2.26 10.19 -7.53
O -2.92 8.55 -6.11
H -4.72 10.14 -8.20
H -5.17 8.89 -7.10
H -1.32 10.12 -7.19
H -2.46 10.86 -8.25
N -2.03 -5.09 -6.34
C -2.04 -3.75 -6.06
N -1.14 -2.99 -6.76
O -2.81 -3.26 -5.25
H -1.41 -5.51 -7.00
H -2.68 -5.67 -5.84
H -1.14 -2.01 -6.59
H -0.50 -3.37 -7.44
*
```

Mulliken population analysis, charges in e, atoms 1 to 8: C -1.964; C 0.901; C -1.450; I 0.164; C 1.152; Cl -0.217; O -0.552; C 0.629

***

An isolated ion of composition C4H13N2 and charge +1, computed with ωB97M-V/def2-TZVPD.

Calculated values
Energy above the lowest of the compared OMol25 structures with the same formula, charge and spin = 61.1 kcal/mol
Molecular weight = 89.162 u
Electronic energy = -7330.8374 eV
HOMO energy = -12.7 eV
Kohn-Sham gap = 9.237 eV

The geometry in ORCA input format:
```
! wB97M-V def2-TZVPD RIJCOSX def2/J DEFGRID3
* xyz 1 1
C 1.73 -1.22 -1.19
N 1.71 0.03 -0.43
C 0.54 0.94 -0.24
C -0.43 0.28 0.78
C -1.10 -1.02 0.50
N -1.58 1.31 0.96
H 1.23 -1.11 -2.19
H 1.33 -2.09 -0.73
H 2.73 -1.45 -1.43
H 2.48 0.59 -0.71
H 0.93 1.94 0.21
H -0.09 1.26 -1.18
H 0.39 0.12 1.59
H -1.19 -1.51 1.47
H -2.18 -0.91 0.07
H -0.73 -1.74 -0.31
H -2.48 0.77 1.00
H -1.66 1.83 0.14
H -1.63 1.96 1.71
*
```

Mulliken population analysis, charges in e, atoms 1 to 8: C -0.965; N -0.261; C -0.928; C 0.510; C -1.254; N -0.321; H 0.349; H 0.265

***

An isolated molecule of C6H13NO, computed with ωB97M-V/def2-TZVPD.

Calculated values
Energy above the lowest of the compared OMol25 structures with the same formula, charge and spin = 105.3 kcal/mol
Molecular weight = 115.176 u
Electronic energy = -9966.6084 eV
HOMO energy (spin up / spin down) = -7.1 / -6.6 eV
Kohn-Sham gap (spin up / spin down) = 8.034 / 7.144 eV

The geometry in ORCA input format:
```
! wB97M-V def2-TZVPD RIJCOSX def2/J DEFGRID3
* xyz 0 1
C -0.33 1.48 -0.40
C -0.89 -2.11 -0.13
C 2.05 0.25 0.90
C -1.18 2.28 -1.33
N 0.39 0.42 -0.91
C -0.02 -1.16 0.69
C 1.02 -0.39 0.02
O 0.42 -1.74 1.88
H -0.07 -2.56 2.05
H -0.14 -0.09 -1.61
H 0.19 2.05 0.36
H -0.81 -0.10 0.83
H -0.29 -2.93 -0.53
H -1.69 -2.53 0.49
H -1.37 -1.61 -0.97
H 2.64 -0.52 1.40
H 1.63 0.87 1.70
H 2.71 0.89 0.29
H -1.66 1.65 -2.09
H -0.61 3.06 -1.85
H -1.97 2.79 -0.77
*
```

Mulliken population analysis, charges in e, atoms 1 to 8: C -0.140; C -1.568; C -1.322; C -1.274; N -0.150; C 0.824; C 0.026; O -0.490

***

A 2-piece molecular cluster, C11H15N overall, computed with ωB97M-V/def2-TZVPD.

Calculated values
Energy above the lowest of the compared OMol25 structures with the same formula, charge and spin = 69.8 kcal/mol
Molecular weight = 161.248 u
Electronic energy = -13137.7640 eV
HOMO energy = -7.3 eV
Kohn-Sham gap = 8.276 eV

The geometry in ORCA input format:
```
! wB97M-V def2-TZVPD RIJCOSX def2/J DEFGRID3
* xyz 0 1
C 0.57 1.93 1.18
C -0.45 1.73 0.12
C -1.52 2.61 -0.14
N -2.21 2.23 -1.20
C -1.64 0.97 -1.68
C -2.13 0.10 -2.66
C -1.34 -1.08 -2.76
C -0.31 -1.43 -1.90
C 0.11 -0.57 -0.88
C -0.52 0.68 -0.80
H 0.63 3.00 1.51
H 1.58 1.63 0.98
H 0.34 1.30 2.13
H -1.90 3.40 0.45
H -2.96 2.69 -1.70
H -2.93 0.36 -3.21
H -1.62 -1.59 -3.76
H -0.01 -2.37 -2.04
H 0.85 -0.89 -0.23
C 1.21 -2.02 2.36
C 2.65 -1.71 1.84
H 0.46 -1.90 1.46
H 1.29 -3.00 2.84
H 0.87 -1.36 3.20
H 2.97 -0.61 1.68
H 2.67 -2.22 0.83
H 3.35 -1.89 2.36
*
```

Mulliken population analysis, charges in e, atoms 1 to 8: C -1.226; C 0.603; C -0.776; N -0.040; C -0.317; C -1.040; C -0.206; C -1.099

***

A 2-piece molecular cluster, C3H10NO overall, computed with ωB97M-V/def2-TZVPD.

Calculated values
Energy above the lowest of the compared OMol25 structures with the same formula, charge and spin = 17.0 kcal/mol
Molecular weight = 76.119 u
Electronic energy = -6803.5719 eV
HOMO energy = -14.6 eV
Kohn-Sham gap = 11.101 eV

The geometry in ORCA input format:
```
! wB97M-V def2-TZVPD RIJCOSX def2/J DEFGRID3
* xyz 1 1
C -1.93 -1.28 -0.40
C -0.45 -1.07 -0.48
C 0.28 -0.49 0.46
N 1.73 -0.24 0.22
H -2.44 -0.33 -0.44
H -2.32 -1.93 -1.17
H -2.25 -1.68 0.56
H 0.00 -1.45 -1.39
H -0.05 -0.23 1.45
H 2.13 0.29 1.01
H 2.27 -1.09 0.09
H 1.82 0.33 -0.62
H -0.64 2.44 -0.33
H 0.53 3.24 0.29
O 0.19 2.35 0.18
*
```

Mulliken population analysis, charges in e, atoms 1 to 8: C -1.118; C -0.063; C -0.290; N -0.272; H 0.284; H 0.339; H 0.332; H 0.313